(1)
A structure of composition C41H69EuN2O2SSb in a non-equilibrium geometry, computed with the ωB97M-V functional and the def2-TZVPD basis.

Structure (XYZ):
```
117
Properties=species:S:1:pos:R:3:mulliken_spin:R:1
Eu -0.33546 -0.92175 0.65208 6.966
C -3.24889 -0.70928 2.87268 0.009
N -2.20370 0.18256 2.44177 -0.005
C -2.69833 1.45653 1.83849 -0.001
C -1.22851 0.49592 3.52022 0.004
C -0.01150 1.43437 3.25540 0.005
N 0.91151 0.84968 2.30209 -0.042
C 1.93424 0.02994 3.03281 0.007
C 2.77144 -0.84025 2.08930 0.001
C 4.05246 -0.45226 1.68980 -0.002
C 4.82401 -1.17351 0.80528 0.002
C 4.39117 -2.46668 0.52536 -0.001
C 3.17443 -2.99235 0.96073 -0.003
C 2.31055 -2.09924 1.68853 0.007
O 1.05242 -2.57434 2.00383 0.003
C 2.81309 -4.49809 0.79242 -0.005
C 3.89328 -5.32079 0.16043 0.001
C 1.65712 -4.66363 -0.21464 0.002
C 2.40682 -5.14109 2.11237 0.000
C 6.15213 -0.49133 0.27556 -0.001
C 6.17873 -0.76949 -1.25417 0.000
C 6.10499 1.04882 0.44023 0.000
C 7.36491 -1.03809 1.07696 0.000
C 1.52829 1.83628 1.36741 0.011
C 0.46294 2.63490 0.66466 -0.001
C 0.30011 3.95009 1.01283 -0.001
C -0.74938 4.76144 0.53547 -0.001
C -1.38831 4.20247 -0.59472 -0.001
C -1.21698 2.94448 -1.10155 -0.012
C -0.23071 2.13769 -0.45017 0.008
O -0.11379 0.85224 -0.81951 0.004
C -1.88309 2.52959 -2.37931 0.006
C -2.77511 1.35499 -2.15390 -0.006
C -2.65710 3.65029 -3.05269 0.000
C -0.82973 2.01636 -3.40204 0.000
C -1.02619 6.14378 0.96249 0.002
C -0.03834 6.63820 1.95360 0.000
C -2.48614 6.14336 1.59853 0.000
C -1.01875 7.13449 -0.18898 0.000
H -3.94920 -0.25297 3.64348 -0.001
H -2.79381 -1.62037 3.25791 0.001
H -3.87904 -0.96638 1.98439 0.000
H -3.53742 1.85322 2.40101 0.000
H -3.02728 1.13721 0.84344 0.002
H -1.84135 2.18547 1.69319 0.002
H -0.85675 -0.44810 3.92048 -0.003
H -1.74888 0.86847 4.39161 -0.001
H 0.48624 1.50983 4.25200 0.000
H -0.25292 2.44325 2.85227 -0.001
H 1.40733 -0.64680 3.71521 -0.002
H 2.59527 0.66397 3.57934 -0.002
H 4.39471 0.48674 2.07056 0.000
H 5.04592 -3.07935 -0.07702 0.000
H 4.02622 -5.09144 -0.92562 0.000
H 3.55111 -6.33678 0.29190 0.000
H 4.87500 -5.37078 0.66305 0.000
H 1.96072 -4.14072 -1.06557 -0.002
H 0.74180 -4.14361 0.18614 0.008
H 1.45271 -5.72602 -0.36123 0.000
H 3.33347 -5.26099 2.76923 0.000
H 2.03703 -6.13431 1.97632 0.000
H 1.71827 -4.51219 2.68649 0.000
H 5.16826 -0.57706 -1.64112 0.000
H 6.41285 -1.82416 -1.54662 0.000
H 6.92955 -0.18290 -1.74123 0.000
H 5.26890 1.49042 -0.13249 0.000
H 7.01773 1.40954 0.00897 0.000
H 6.24406 1.38953 1.50854 0.000
H 7.21033 -2.05547 1.33806 0.000
H 7.46415 -0.54398 2.09558 0.000
H 8.28208 -1.02869 0.49049 0.000
H 2.22858 1.37631 0.63971 -0.002
H 2.21165 2.56338 1.91676 0.000
H 1.01167 4.28319 1.74433 0.001
H -2.04427 4.89732 -1.18224 0.000
H -3.68068 1.58932 -1.65534 0.000
H -2.17484 0.63349 -1.60152 0.008
H -2.94228 0.93669 -3.13522 0.000
H -3.39972 4.11230 -2.42538 0.000
H -3.10631 3.15220 -3.89143 0.000
H -2.02864 4.44017 -3.44666 0.000
H -0.09697 1.39534 -2.95563 0.000
H -0.36437 2.86647 -3.85268 0.000
H -1.41084 1.61501 -4.25917 0.000
H 0.04935 5.97420 2.82964 0.000
H -0.26679 7.59637 2.30906 0.000
H 0.87994 6.69629 1.48375 0.000
H -2.45879 5.48048 2.50090 0.000
H -3.23107 5.60147 0.98533 0.000
H -2.72894 7.13010 1.72931 0.000
H 0.00107 7.02328 -0.67250 0.000
H -1.08023 8.15648 0.14880 0.000
H -1.83478 6.93868 -0.89399 0.000
S 0.28480 -1.40676 -3.57768 0.010
C -0.14923 -1.68528 -2.06589 0.017
C -1.71253 -4.84851 -1.78765 -0.001
C -3.27686 -4.67611 -1.75883 -0.001
Sb -3.71069 -2.55807 -1.75910 0.015
C -3.47819 -2.00729 -3.80118 -0.002
C -3.39653 -3.07964 -4.90238 0.000
C -5.84950 -2.77607 -1.75546 0.001
C -6.28825 -2.96859 -0.28465 0.000
H -1.42517 -5.84265 -2.04430 0.000
H -1.24639 -4.58882 -0.89004 0.000
H -1.32644 -4.12302 -2.56024 0.000
H -3.70543 -5.17124 -0.85599 0.000
H -3.79860 -5.07835 -2.64374 0.000
H -2.57087 -1.39595 -3.74590 0.000
H -4.24081 -1.28506 -4.10582 0.000
H -2.71049 -3.92890 -4.81297 0.000
H -3.09235 -2.71082 -5.83663 0.000
H -4.33531 -3.59525 -5.05052 0.000
H -6.09883 -3.65726 -2.37844 0.000
H -6.17541 -1.80455 -2.17758 0.000
H -5.86048 -3.90384 0.04698 0.000
H -7.34646 -2.96518 -0.09335 0.000
H -5.90436 -2.17219 0.37713 0.000
```

total energy: -87410.5944 eV
largest force on an atom: 4.22 eV/Å
Kohn-Sham gap (alpha / beta): 5.760 / 5.950 eV
multiplicity: 8
HOMO energy (alpha / beta): -6.78 / -6.97 eV
charge: 0

(2)
A cluster of 2 separate species, C3H7N3 in total in a non-equilibrium geometry, computed with the ωB97M-V functional and the def2-TZVPD basis.

Structure (XYZ):
```
13
Properties=species:S:1:pos:R:3:nbo_charge:R:1
N 1.59435 0.54923 -1.28100 -0.878
C 0.99036 0.25809 0.02392 -0.354
C -0.51974 0.19653 0.05163 0.091
N -1.02394 0.36847 -1.13612 -0.729
C -1.85857 -1.22227 2.39669 0.033
N -2.30182 -1.91770 3.20668 -0.372
H 2.12796 1.40955 -1.25828 0.372
H 2.22290 -0.18846 -1.57386 0.372
H 1.29321 0.98540 0.78893 0.217
H 1.32672 -0.71325 0.41251 0.220
H -1.41852 -0.58957 1.59323 0.238
H -0.40923 0.53627 -1.94064 0.394
H -2.02367 0.32772 -1.28369 0.394
```

total energy: -7692.4021 eV
largest force on an atom: 1.07 eV/Å
energy relative to the best compared isomer or geometry (same formula, charge and spin): 219.7 kJ/mol
Kohn-Sham gap: 9.657 eV
HOMO energy: -8.99 eV
charge: 0

(3)
A cluster of 16 separate species, C19H70N10O16 in total in a non-equilibrium geometry, computed with the ωB97M-V functional and the def2-TZVPD basis.

Structure (XYZ):
```
115
Properties=species:S:1:pos:R:3:mulliken_charge:R:1
C 0.33928 3.22939 1.99632 0.544
C -0.45422 4.35557 2.73115 -0.889
O -0.35958 5.59629 2.10878 -0.577
H 0.09590 3.30358 0.99294 -0.222
H 0.27726 2.27129 2.51878 0.006
H 1.37276 3.65239 2.15575 0.280
H -0.25649 4.45592 3.74104 0.482
H -1.53337 4.17570 2.65562 0.226
H 0.54865 5.83206 2.06405 0.323
C -0.82971 0.08340 0.54496 0.594
C 0.33016 -0.05133 -0.29871 1.074
O 1.23242 -0.71570 0.53451 2.818
H -1.73539 0.11852 -0.04029 -0.804
H -0.77668 1.08005 0.97085 -1.319
H -1.01208 -0.80616 1.14962 0.374
H 0.86346 0.81007 -0.70124 0.392
H 0.20278 -0.57483 -1.19242 -0.391
H 2.01342 -0.77139 0.12187 -1.151
C -0.44964 -3.35552 0.46003 1.601
C -1.54401 -4.05745 1.35158 -1.154
O -0.90061 -5.22675 1.75454 -0.557
H 0.38700 -3.04073 1.15524 -0.435
H -0.81098 -2.45521 0.05025 -1.504
H -0.11088 -4.02585 -0.37341 0.901
H -2.26550 -4.20537 0.61404 0.486
H -1.95546 -3.33658 2.09072 0.177
H -1.46384 -5.93471 2.02820 0.336
C 0.18930 0.37628 -5.47892 0.548
O 1.26447 0.04124 -6.15697 -0.797
N 0.11789 0.93828 -4.30672 -0.341
N -0.96550 0.23732 -5.99491 -0.290
H 0.91442 0.77354 -3.69220 0.135
H -0.69146 1.13245 -3.75238 0.560
H -1.00949 -0.20625 -6.92744 0.225
H -1.83850 0.44385 -5.54938 0.235
C -2.18093 -2.27069 -2.90840 0.495
O -2.64502 -3.54983 -2.72321 -0.833
N -1.54366 -1.86014 -3.97452 -0.190
N -2.50963 -1.31728 -2.10186 0.505
H -1.26904 -2.63957 -4.55197 0.268
H -1.05134 -0.99272 -4.04397 0.019
H -2.12704 -0.38291 -2.18084 -0.249
H -2.99547 -1.59946 -1.25735 0.173
C 1.55938 4.63464 -1.08335 0.104
O 0.94588 3.41186 -1.10039 -0.332
N 1.01220 5.71313 -1.54627 -0.390
N 2.76913 4.82698 -0.58165 -0.322
H 0.04141 5.69453 -2.03514 0.283
H 1.45921 6.65962 -1.41743 0.186
H 3.23647 3.98921 -0.25596 0.113
H 3.32314 5.70596 -0.71441 0.203
C -2.30062 2.17957 -1.70472 0.308
O -1.70384 1.20948 -2.36199 -0.667
N -1.71363 3.16583 -1.17194 -0.125
N -3.55025 2.01001 -1.45311 -0.256
H -0.65719 3.02093 -1.18309 -0.256
H -2.09108 3.86730 -0.47055 0.340
H -3.97950 1.36869 -1.97959 0.246
H -3.97872 2.66064 -0.79488 0.242
C 3.29457 -0.45742 -2.38055 -0.033
O 1.93715 -0.49209 -2.83928 -0.301
N 3.90817 -1.45710 -1.70173 -0.178
N 4.04887 0.59900 -2.59916 -0.461
H 3.38848 -2.30590 -1.51669 0.173
H 4.72494 -1.36999 -1.12009 0.216
H 3.73052 1.42395 -3.20031 0.268
H 5.05690 0.38025 -2.65960 0.222
C -4.98955 -1.44105 0.04141 -0.750
O -3.66772 -1.91615 0.14238 -0.577
H -5.02082 -0.36255 0.35692 0.156
H -5.63582 -2.04361 0.72339 0.313
H -5.34284 -1.56673 -0.97072 0.328
H -3.74992 -2.84317 0.09890 0.053
C -0.03200 -0.71745 3.68081 0.036
O 1.24892 -0.25203 3.25234 -0.561
H -0.18868 -0.48364 4.72451 0.452
H -0.10354 -1.73636 3.31808 0.071
H -0.82403 -0.08381 3.22375 -0.338
H 1.27094 -0.55297 2.33287 -0.301
C 3.06057 -3.64273 1.88742 -0.963
O 3.44962 -2.39565 1.29509 -0.148
H 4.01989 -4.18423 1.98960 0.418
H 2.43715 -4.39076 1.31587 0.148
H 2.57228 -3.52360 2.81259 0.299
H 4.33180 -2.51887 1.09303 0.251
C -4.63221 -0.73060 3.28533 -0.765
O -3.32609 -1.08311 2.66674 -0.471
H -5.04459 0.09372 2.65186 0.272
H -4.46452 -0.31281 4.30165 0.223
H -5.19277 -1.59566 3.51990 0.350
H -3.43349 -1.40209 1.79556 0.490
C -3.24320 1.94969 1.65996 -0.370
O -4.39609 2.52973 2.07499 -0.602
H -2.50277 2.60873 1.32881 0.001
H -3.39702 1.01524 1.04906 0.308
H -2.79199 1.56972 2.59789 0.129
H -4.99064 2.51756 1.38228 0.376
C 1.43388 -3.35195 -2.39792 -0.659
O 2.11661 -3.44758 -1.17577 -0.724
H 0.92538 -4.24561 -2.75314 0.427
H 2.13437 -3.01689 -3.19571 0.262
H 0.63940 -2.66050 -2.15972 0.141
H 1.49207 -3.76221 -0.56203 0.031
C 3.29636 1.78581 0.85981 -0.354
O 3.95623 2.23293 -0.36036 -0.773
H 3.39130 2.57280 1.59884 0.483
H 3.92644 1.08269 1.35499 0.522
H 2.35208 1.38822 0.86831 -0.215
H 3.89150 1.54513 -1.03047 0.412
C 4.86574 -1.55650 3.83347 -0.855
O 4.06168 -0.60028 3.17400 -0.461
H 5.12984 -1.08315 4.74744 0.344
H 5.74490 -2.02391 3.37552 0.218
H 4.09509 -2.29550 4.11010 0.312
H 3.80102 -1.03810 2.36848 0.406
```

total energy: -68493.0009 eV
largest force on an atom: 8.22 eV/Å
energy relative to the best compared isomer or geometry (same formula, charge and spin): 187.5 kJ/mol
Kohn-Sham gap: 8.490 eV
HOMO energy: -8.41 eV
charge: 0